128
Properties=species:S:1:pos:R:3:forces:R:3:lowdin_charge:R:1 method="wB97M-V/def2-TZVPD" e_lumo_ev="-1.498 / -0.646" s_squared=3.804 multiplicity=4 total_charge=0
H -3.040 -4.496 -2.684 0.5969 -0.5773 -0.1363 0.1193
H -2.579 -2.491 -0.635 -0.2153 0.5519 -0.0865 0.1356
P -0.459 0.681 -0.464 0.5619 2.0466 0.8290 0.1945
F -1.871 0.361 0.196 -0.9677 -0.3872 -0.1954 -0.1347
C 3.699 -0.768 0.660 1.1260 -1.3300 -0.4794 -0.0355
H 5.555 -2.376 -1.833 0.4095 -0.3622 0.0267 0.0795
H -6.882 0.290 0.224 -1.0123 0.4779 -0.2329 0.1049
F -0.631 2.238 0.036 0.1294 -0.2083 -0.8516 -0.1871
O 5.781 -4.080 -3.765 -0.4281 -0.5786 0.0716 0.0615
H -0.459 -4.771 -2.808 0.2967 -0.5754 0.0063 0.0756
C -1.304 5.131 -2.165 0.8062 2.9964 1.5873 -0.3031
F -3.126 1.506 -3.813 -1.3175 0.9000 0.3301 -0.3553
N 0.419 -0.187 -4.055 -1.9702 1.2290 -0.1540 0.1588
C 6.354 -3.136 -1.690 -1.6876 0.2466 0.9308 -0.0281
H -4.458 -1.395 2.865 0.0257 0.4085 -0.0005 0.0715
H 0.212 -0.627 7.799 -0.5856 0.2113 -0.3209 0.0583
H 7.253 -2.739 -2.095 0.8712 0.1092 -0.3072 0.0794
C -2.735 -1.626 -2.485 1.3670 0.3590 -1.9910 -0.0604
H 4.322 -1.164 3.391 -0.1527 0.1711 0.2010 0.0817
H 1.974 -0.919 6.160 0.0423 -0.7281 -0.4454 0.0347
C -2.966 -2.751 -1.629 -1.8626 0.2361 2.5804 -0.1717
H -5.144 5.330 0.956 -0.0882 0.7708 -0.3565 0.0442
C -4.462 -0.302 2.720 -0.5540 -0.0375 0.2110 -0.1034
O 3.456 1.350 3.577 2.0493 -1.2346 0.1337 0.1672
H -1.000 1.571 4.587 0.1893 0.1819 -0.1447 0.0641
F -4.372 1.287 -1.775 0.8522 0.2150 -0.5357 -0.1416
H 1.384 -5.564 1.056 -0.0513 0.1749 0.2785 0.0481
C 3.899 -0.938 -4.102 0.2943 -0.5036 -1.6802 -0.2175
N -2.341 -0.887 -3.282 -0.7519 -1.2037 1.3935 0.1153
C -4.531 5.171 1.823 -0.2764 -0.9610 0.5435 -0.6855
H 4.046 0.262 -2.312 -0.1149 -0.0593 0.3343 0.0537
C -5.844 -1.494 0.342 -0.6280 -1.1275 0.6634 -0.2059
F -3.222 3.216 -2.221 1.7214 0.3777 0.5231 -0.0942
H -0.504 0.694 6.772 -0.4018 -0.4304 0.0683 0.0621
C 0.039 -0.253 6.779 0.1106 -0.1856 1.0740 -0.7261
C -3.565 6.264 2.202 -0.9666 0.2557 -1.1150 -0.7325
O -0.583 3.956 -2.470 -0.7933 -1.4643 -2.5219 0.1095
H 0.455 -6.772 1.996 0.4201 0.7167 0.0713 0.0690
Br -2.098 0.120 -6.294 0.5176 0.1957 0.6256 0.1752
F 1.017 1.050 -1.124 -1.4118 0.0048 0.1421 -0.1577
O 2.343 -2.650 1.094 0.8509 1.2363 0.9053 0.0657
C -1.612 5.847 -3.500 1.4850 -1.9371 -0.6121 -0.0170
C 4.521 -4.313 -4.205 -0.5929 -0.4903 0.1060 -0.5276
Br 2.460 1.090 7.350 -0.2295 0.2408 -0.0928 0.6059
C 2.973 -1.489 1.794 -0.5950 -0.2051 1.3312 -0.2608
C -5.860 0.143 2.192 -0.4998 -0.0699 0.2282 -0.2388
C -5.974 -0.036 0.659 1.1107 -1.8720 0.6242 -0.1778
H 2.184 -0.907 2.399 0.7615 -0.6516 -1.7428 0.1654
H 2.383 -2.117 -2.970 0.3247 0.1458 -1.2716 0.1288
H -5.239 4.865 2.614 0.7445 0.0851 -0.1010 0.0663
H -1.591 3.173 4.148 0.1523 0.3734 0.0183 0.0696
H -2.862 5.996 2.955 0.4751 -0.3928 0.3436 0.0330
F 0.202 0.366 0.934 1.1476 -0.6951 0.5635 -0.1087
H 2.389 -2.471 -4.772 0.3519 0.2770 0.3932 0.1267
H 0.656 -5.400 4.048 -0.0098 0.2745 0.2353 0.0531
H 3.649 0.303 0.558 -0.3635 0.2588 0.3395 0.1293
C -2.337 -4.066 -1.965 0.8052 0.2020 -2.1438 -0.2107
H 3.338 1.144 -3.647 -0.0129 -0.0092 -0.1110 0.0754
O 3.781 -4.900 -3.198 -0.1479 0.7104 -1.6308 0.0509
H 1.318 0.473 5.227 0.0650 -0.1700 -0.3375 0.0127
C 0.327 2.588 3.140 -1.8543 -2.2596 -0.8213 -0.3061
Br -0.808 -1.661 5.766 -0.4342 0.0578 -0.1216 0.6495
H -2.251 -4.704 -1.107 -0.4481 -0.1161 0.5846 0.1111
N -5.882 -2.657 0.326 0.3511 1.7232 -0.3532 0.1397
Cr -1.463 0.717 -4.026 0.5560 -0.4766 -0.0832 0.5459
C 1.207 -5.956 2.059 -1.1217 -0.5482 -0.4791 -0.7065
H -0.826 6.510 -3.805 0.2707 0.8482 0.3173 0.1246
C 5.911 -4.420 -2.336 -0.1652 -0.1100 -0.6965 -0.2512
H -5.164 0.461 0.171 0.4905 0.5302 -0.3361 0.0707
Br 2.831 -6.819 2.626 0.5031 -0.2081 0.0912 0.6390
F -4.452 3.486 -4.088 1.0383 0.8468 -0.3280 -0.0902
H 4.163 -0.823 -5.224 -0.3114 -0.2611 1.8320 0.1479
O 4.073 -4.072 -5.299 0.8704 -0.2408 1.4005 0.1375
C 4.079 0.389 -3.384 -0.2805 0.0398 -0.1626 -0.0929
H 5.068 0.763 -3.640 0.0250 0.1622 -0.0132 0.0773
H 4.629 -1.619 -3.633 -0.2111 0.0578 -0.6418 0.0808
H -0.839 6.903 -1.066 -0.3127 0.2897 0.2937 0.0775
H -2.574 6.275 -3.711 -0.5436 -0.0613 0.4213 0.1385
C 1.357 -0.819 -4.084 1.4886 -0.7398 -0.0504 -0.0991
H -6.680 -0.472 2.684 0.9402 0.9832 -0.4427 0.1256
H -6.037 1.233 2.355 0.0990 -0.7977 0.2079 0.1009
F -0.313 -0.779 -1.012 0.1457 -1.0995 -0.2583 -0.0973
H 1.687 -4.156 3.128 -0.5793 -0.9768 0.4170 0.0220
H -3.694 -0.086 1.968 -0.0028 0.1781 0.2795 0.0508
H -0.821 -3.165 -3.347 -0.6350 -0.3345 -0.1253 0.0740
H -1.730 1.856 2.990 0.5084 0.2300 0.5655 0.0511
Br -0.655 -3.733 2.621 0.2489 -0.7408 0.0090 0.5655
H -4.202 0.176 3.698 -0.2168 -0.3330 -0.8571 0.0779
F -5.448 3.235 -2.041 -1.1017 0.9699 0.6028 -0.0850
C 3.867 -2.023 2.901 -1.3144 0.4068 0.9646 -0.0293
C 0.872 -4.921 3.104 0.5305 1.3976 -0.7655 -0.6706
H 1.163 4.068 4.568 -0.3329 -0.5064 -0.9969 0.1586
C 2.436 -2.456 -0.212 -1.9536 -0.4236 -0.4355 -0.6171
O 2.469 3.316 3.132 -0.8236 0.7080 0.2307 0.0754
H -4.063 -2.908 -1.496 0.6835 0.4457 0.0030 0.1156
H 0.729 4.634 2.895 0.9222 -0.5766 0.2878 0.1501
C 1.105 3.761 3.482 1.0957 2.2540 1.1121 -0.0798
H 6.432 -3.270 -0.608 0.2614 -0.0278 -0.0037 0.0930
C 2.496 1.997 3.414 -1.8915 0.9414 -0.5188 -0.6110
H -0.131 5.460 -0.358 0.2345 0.1317 -0.4045 0.0845
H 3.140 -2.485 3.615 0.9486 0.1772 -0.2413 0.0908
H 4.672 -2.698 2.694 0.1828 -0.5810 -0.7387 0.0778
H 0.253 2.542 2.036 -0.2084 0.1125 0.5626 0.1309
C 1.354 -0.051 6.162 1.4570 0.8599 0.3879 -0.6979
H -3.091 6.630 1.289 0.2259 -0.0235 0.3314 0.0504
O 1.244 1.501 3.465 -0.1252 0.3043 0.2148 0.0206
F -1.293 1.083 -1.866 0.6212 0.4532 -0.7113 -0.2101
O 3.074 -1.341 -0.536 1.1574 0.5449 0.3583 0.0382
F -5.473 1.630 -3.711 0.1800 -0.5732 0.3230 -0.1160
H -0.295 -3.364 -1.801 0.6595 0.1665 1.3492 0.0305
C -1.073 2.300 3.771 0.3841 -0.5295 -0.8893 0.0098
O -0.862 2.605 -4.340 0.9513 -0.1835 0.5890 0.0101
Br -4.582 7.728 2.924 -0.2367 0.5453 0.1997 0.6502
H -2.225 4.878 -1.630 0.4990 0.0456 0.0165 0.1282
C -0.329 5.979 -1.307 -1.0755 0.0453 0.2619 -0.0064
Br -3.469 3.642 1.253 0.1278 -0.2988 0.0549 0.7316
H 4.810 -1.072 0.709 -1.5554 0.3959 -0.3762 0.1543
C -0.922 3.661 -3.737 -0.8748 1.5960 -0.9009 -0.4680
O 1.875 -3.168 -1.013 0.8099 0.1881 0.1139 0.0998
C 4.453 -4.870 -1.974 1.4405 -0.1485 0.3206 -0.0954
H 0.577 6.331 -1.816 -0.1388 -0.7500 -0.0563 0.0945
O -1.407 4.733 -4.423 0.0795 -1.3824 0.9474 0.0807
H 4.400 -5.888 -1.560 0.0819 0.5307 0.1684 0.1435
H 4.015 -4.113 -1.325 -0.2273 -0.3124 0.0963 0.1009
C -0.919 -3.855 -2.494 -0.4691 0.1795 -1.3528 -0.0855
C 2.529 -1.678 -4.017 -0.3305 0.0111 1.4697 -0.1210
P -4.396 2.473 -2.883 -2.6799 -2.4492 -0.8698 0.1841
H 6.667 -5.227 -2.191 -0.5861 0.5187 -0.4692 0.1597